C21H24IN3O4PPtS2 | wB97M-V/def2-TZVPD

Atoms and positions in Å:
Pt (0.62476, -1.19958, 1.61180)
S (0.13694, 0.95402, 2.84750)
C (-1.53510, 0.81155, 2.38226)
C (-2.25379, 1.95350, 2.04003)
C (-3.57008, 1.88287, 1.59669)
C (-4.26137, 3.07985, 1.24538)
N (-4.80837, 4.05766, 0.98010)
C (-4.19554, 0.62921, 1.49235)
C (-3.49138, -0.51455, 1.85996)
C (-2.17985, -0.44806, 2.31339)
S (-1.35304, -1.92679, 2.76918)
C (-5.53003, 0.50151, 1.00772)
N (-6.60765, 0.36391, 0.62584)
H (-1.76534, 2.91679, 2.10218)
H (-3.96607, -1.48183, 1.76906)
I (1.81892, -3.85414, 0.64560)
C (2.11499, -3.40902, 2.68861)
C (2.36382, -4.38915, 3.62021)
C (2.49449, -4.00237, 4.94920)
C (2.37207, -2.65522, 5.26229)
C (2.12393, -1.74470, 4.25817)
N (1.98320, -2.10665, 2.97082)
H (2.44103, -5.42405, 3.32122)
H (2.68701, -4.74202, 5.71429)
H (2.46358, -2.31343, 6.28394)
H (2.00984, -0.68654, 4.45048)
C (0.95538, 3.84052, -0.42988)
C (1.25664, 2.69898, -1.39508)
C (2.74769, 2.36736, -1.38746)
C (0.81664, 3.06570, -2.81140)
O (0.41788, 1.61336, -0.95464)
P (0.73394, 0.05187, -0.82504)
O (1.98539, -0.25092, -0.04651)
O (-0.52334, -0.54114, -0.24426)
O (0.99502, -0.42137, -2.34586)
C (0.04025, -1.08841, -3.20087)
C (-0.25218, -2.49886, -2.69083)
C (0.74329, -1.16830, -4.55185)
C (-1.24451, -0.26919, -3.32063)
H (1.53371, 4.72930, -0.68907)
H (1.20208, 3.52978, 0.58658)
H (-0.10821, 4.08133, -0.46788)
H (3.32013, 3.22505, -1.74378)
H (2.94045, 1.51243, -2.03671)
H (3.07076, 2.10541, -0.38193)
H (1.36950, 3.93933, -3.16098)
H (-0.25090, 3.29145, -2.82808)
H (1.00774, 2.22912, -3.48635)
H (0.68884, -3.03551, -2.54709)
H (-0.85780, -3.04310, -3.41756)
H (-0.78086, -2.45459, -1.74040)
H (1.66657, -1.74262, -4.45735)
H (0.99562, -0.16683, -4.90416)
H (0.09749, -1.65127, -5.28653)
H (-1.65303, -0.07478, -2.32925)
H (-1.98735, -0.81377, -3.90520)
H (-1.04378, 0.68687, -3.80823)

Results
electronic energy: -77139.0623 eV
Kohn-Sham gap (alpha / beta): 5.76 / 6.32 eV
charge: -1
multiplicity: 3

***

C12H22O18S4 | wB97M-V/def2-TZVPD

Atoms and positions in Å:
O (0.66871, -0.23668, -0.36661)
C (-0.38373, -0.60871, 0.08172)
O (-0.97651, 0.07566, 1.08161)
C (-2.15050, -0.58718, 1.53895)
C (-2.55222, -1.57345, 0.43318)
C (-1.26084, -1.76340, -0.36867)
H (-2.98222, 0.08007, 1.75561)
H (-1.94743, -1.10896, 2.47739)
H (-3.24192, -1.07767, -0.24509)
H (-3.00735, -2.46393, 0.85198)
H (-1.35940, -1.68494, -1.44987)
H (-0.78819, -2.72337, -0.15142)
C (1.92163, -2.18309, -2.82181)
C (3.40564, -1.85346, -2.70679)
O (4.10150, -2.94569, -3.30724)
S (3.10263, -3.95329, -4.03528)
O (2.87780, -5.09260, -3.22927)
O (3.50470, -4.09588, -5.37636)
O (1.82034, -2.99829, -3.97850)
H (1.32541, -1.27749, -2.89541)
H (1.56418, -2.70422, -1.92802)
H (3.72071, -1.60082, -1.69651)
H (3.63435, -0.96151, -3.29977)
C (2.87618, 0.23790, 1.83686)
C (2.09720, -0.08703, 3.14608)
O (3.07889, 0.07835, 4.16676)
S (4.43228, -0.53274, 3.59535)
O (4.32571, -1.93691, 3.45326)
O (5.50337, 0.05863, 4.27183)
O (4.26986, 0.14118, 2.15925)
H (2.68903, 1.23872, 1.45879)
H (2.59554, -0.49803, 1.08718)
H (1.67434, -1.08648, 3.05412)
H (1.32095, 0.65130, 3.32053)
C (-3.84130, -0.02511, -3.00207)
C (-2.75565, 0.95805, -2.56257)
O (-3.20652, 1.54263, -1.33222)
S (-4.75403, 1.27916, -1.04245)
O (-5.48712, 2.47024, -1.12109)
O (-4.86727, 0.47903, 0.11492)
O (-5.03448, 0.39700, -2.33550)
H (-3.66058, -1.06211, -2.72076)
H (-3.98896, 0.05585, -4.07524)
H (-2.68495, 1.78166, -3.27124)
H (-1.78718, 0.48749, -2.42122)
C (0.22788, 3.16173, 0.97150)
C (-1.25467, 3.36617, 1.29193)
O (-1.21173, 4.07072, 2.53715)
S (-0.05990, 3.48811, 3.46656)
O (-0.53562, 2.39260, 4.22658)
O (0.58762, 4.54517, 4.13765)
O (0.81827, 2.91542, 2.27305)
H (0.67885, 4.04989, 0.53842)
H (0.41314, 2.23368, 0.43659)
H (-1.76507, 2.41112, 1.38043)
H (-1.69135, 4.07552, 0.59577)

Results
electronic energy: -92993.1281 eV
Kohn-Sham gap: 10.75 eV
multiplicity: 1

***

C21H39BN6PtSi4Te | wB97M-V/def2-TZVPD

Atoms and positions in Å:
Pt (-2.00996, 1.29813, 1.38357)
B (-3.05606, 1.85008, 4.82553)
N (-3.84692, 2.42898, 3.62922)
C (-4.94910, 3.15145, 3.84552)
C (-5.47208, 3.54453, 2.62673)
C (-4.60356, 3.00313, 1.69246)
N (-3.62880, 2.33395, 2.31958)
N (-1.80194, 1.03256, 4.42701)
C (-1.04314, 0.46640, 5.36872)
C (0.00216, -0.20468, 4.76074)
C (-0.20032, 0.01102, 3.40955)
N (-1.29548, 0.75962, 3.22820)
H (-3.78971, 1.11424, 5.41877)
H (-2.69053, 2.77283, 5.49322)
H (-5.29628, 3.34273, 4.84077)
H (-6.34764, 4.13480, 2.44881)
H (-4.65917, 3.07738, 0.62493)
H (-1.28403, 0.57030, 6.40623)
H (0.78567, -0.76386, 5.22983)
H (0.38355, -0.33499, 2.57661)
C (3.24799, 1.84865, -2.13475)
Si (3.63663, 0.38551, -0.96830)
C (5.20598, -0.48716, -1.63156)
C (4.04003, 1.08509, 0.76376)
Si (1.80499, -1.15278, -0.90840)
Te (-0.53247, -0.30829, -0.07060)
Si (2.26222, -3.04898, 0.49494)
C (2.99849, -2.54029, 2.18406)
C (0.71339, -4.11926, 0.81080)
C (3.56718, -4.13931, -0.37256)
Si (1.06642, -1.82113, -3.08634)
C (0.37335, -0.30708, -4.02133)
C (-0.33938, -3.10712, -2.94870)
C (2.48361, -2.58117, -4.11435)
H (4.01584, 2.61632, -2.09655)
H (2.30570, 2.31577, -1.86689)
H (3.17098, 1.51843, -3.16577)
H (6.03799, 0.20654, -1.71582)
H (5.04030, -0.91313, -2.61570)
H (5.52333, -1.29189, -0.97638)
H (4.82275, 1.83794, 0.72630)
H (4.37495, 0.30201, 1.43604)
H (3.16406, 1.54708, 1.20758)
H (2.35257, -1.84954, 2.71544)
H (3.96554, -2.06371, 2.05972)
H (3.14407, -3.40645, 2.82413)
H (-0.08125, -3.53460, 1.26395)
H (0.93068, -4.95122, 1.47541)
H (0.32995, -4.53229, -0.11624)
H (4.47760, -3.58423, -0.57156)
H (3.20147, -4.52422, -1.31820)
H (3.83354, -4.99139, 0.24611)
H (-0.41999, 0.16353, -3.44729)
H (-0.04092, -0.58325, -4.98685)
H (1.13988, 0.44048, -4.19648)
H (-1.11642, -2.74850, -2.27997)
H (0.02055, -4.05464, -2.56129)
H (-0.79960, -3.30085, -3.91333)
H (3.28577, -1.86879, -4.27165)
H (2.12864, -2.89389, -5.09115)
H (2.90731, -3.45181, -3.62634)
N (-5.21925, 3.72047, -4.73899)
C (-4.70141, 3.32953, -3.78363)
C (-4.06161, 2.85030, -2.64712)
C (-3.02560, 3.58403, -2.01473)
C (-2.36528, 3.04081, -0.95477)
N (-2.64760, 1.80654, -0.46000)
C (-3.67850, 1.12195, -1.02357)
C (-4.38734, 1.58789, -2.08755)
H (-2.74956, 4.55468, -2.39480)
H (-1.54724, 3.56347, -0.46790)
H (-3.88402, 0.14797, -0.59083)
H (-5.17295, 0.99339, -2.52602)

Results
electronic energy: -74079.3130 eV
Kohn-Sham gap (alpha / beta): 4.18 / 6.00 eV
multiplicity: 3

***

C22H21NO5S | wB97M-V/def2-TZVPD

Atoms and positions in Å:
O (0.96387, -4.79189, 0.16929)
O (-4.46350, 3.11211, -1.88832)
O (-4.59814, 0.70777, -1.29814)
O (1.80157, 1.55055, 0.39564)
O (0.71633, -1.00430, -2.54237)
C (0.52595, -3.67119, -0.04217)
C (0.82301, -2.96987, -1.28298)
C (0.51809, -1.64304, -1.36881)
C (0.01640, -0.93101, -0.22999)
C (-0.31582, -1.63827, 0.94181)
C (3.67498, -1.25366, 1.85809)
C (4.05277, -1.96906, 0.72235)
C (-0.10750, 2.89881, -0.39233)
C (2.77686, -0.19107, 1.68355)
C (3.80481, -1.37522, -0.50965)
C (-1.43351, 3.07809, -0.81427)
C (-1.72040, 0.70333, -0.40993)
C (0.46877, 1.60534, -0.01981)
C (2.46704, 0.37997, 0.44747)
C (-0.39961, 0.48052, -0.18029)
C (2.98383, -0.21528, -0.71908)
C (-2.24070, 1.94766, -0.81209)
N (-0.15993, -3.05851, 1.03964)
C (-0.33080, -3.73526, 2.32682)
C (-3.95341, 3.68987, 1.39889)
C (1.39807, 0.22932, -2.80555)
C (2.77323, 0.25456, -2.13267)
C (-4.54140, 2.39195, 0.68663)
S (-4.03228, 2.04614, -0.95229)
H (1.26421, -3.55398, -2.12688)
H (-0.64939, -1.05104, 1.75238)
H (4.03947, -1.57097, 2.85895)
H (4.61903, -2.92365, 0.82838)
H (0.57255, 3.68948, -0.12487)
H (2.41945, 0.36556, 2.54929)
H (4.05361, -2.01029, -1.34860)
H (-1.94705, 4.01356, -0.81524)
H (-2.40208, -0.16569, -0.50093)
H (-0.73397, -3.11015, 3.06650)
H (-0.92936, -4.63394, 2.17427)
H (0.49587, -4.18528, 2.84069)
H (-4.41801, 3.87559, 2.39896)
H (-3.97906, 4.58930, 0.84920)
H (-2.87845, 3.50245, 1.60075)
H (1.45073, 0.33709, -3.86296)
H (0.93801, 1.04967, -2.44204)
H (3.47011, -0.29909, -2.77208)
H (3.11497, 1.31648, -2.11349)
H (-5.52321, 2.66122, 0.62287)
H (-4.44599, 1.47529, 1.29542)

Results
electronic energy: -45714.1621 eV
Kohn-Sham gap: 8.08 eV
multiplicity: 1

***

C32H58ClN10O2 | wB97M-V/def2-TZVPD

Atoms and positions in Å:
C (-43.17943, -3.45613, 3.01628)
C (-42.60900, -2.58250, 1.93328)
N (-42.93001, -1.19541, 2.23572)
C (-43.23583, -0.25536, 1.29156)
C (-43.54425, 0.92270, 2.01845)
N (-43.18647, 0.71105, 3.31686)
C (-42.85969, -0.58281, 3.47211)
C (-43.43662, 1.64465, 4.34024)
H (-42.58834, -4.36258, 3.14680)
H (-44.19933, -3.80446, 2.85332)
H (-43.18780, -2.94994, 3.98159)
H (-42.99819, -2.90404, 0.96725)
H (-41.51949, -2.61275, 1.94585)
H (-43.33093, -0.56808, 0.26222)
H (-43.83781, 1.91620, 1.71320)
H (-42.60520, -0.93199, 4.46191)
H (-42.51616, 2.15806, 4.61821)
H (-43.65902, 1.17896, 5.30033)
H (-44.33423, 2.22987, 4.14041)
C (-45.71844, -5.28768, 4.83416)
C (-44.53374, -4.21492, 4.66315)
N (-43.57020, -4.73280, 5.66834)
C (-42.81989, -5.85859, 5.52399)
C (-41.94656, -6.02171, 6.58204)
N (-42.01732, -4.84475, 7.27582)
C (-43.07086, -4.13223, 6.74838)
C (-41.14120, -4.37484, 8.38357)
H (-45.42785, -6.28514, 5.16393)
H (-46.36515, -5.38576, 3.96224)
H (-46.30843, -5.07915, 5.72664)
H (-44.83304, -3.22232, 4.99972)
H (-44.10726, -4.11999, 3.66455)
H (-42.85588, -6.52355, 4.67373)
H (-41.30556, -6.83258, 6.89510)
H (-43.32880, -3.09643, 6.91259)
H (-40.43728, -5.19914, 8.49819)
H (-41.69226, -4.36953, 9.32400)
H (-40.59219, -3.46604, 8.13705)
C (-44.31487, 1.85961, 6.35017)
C (-45.14933, 2.08098, 7.69484)
N (-45.53414, 0.74704, 8.28981)
C (-46.70956, 0.57413, 9.00669)
C (-46.68426, -0.77590, 9.50354)
N (-45.48572, -1.30543, 9.12303)
C (-44.83574, -0.41064, 8.31540)
C (-44.98759, -2.66061, 9.52719)
H (-43.66588, 2.72691, 6.22889)
H (-45.00711, 1.78976, 5.51111)
H (-43.75377, 0.93159, 6.24024)
H (-45.96733, 2.78572, 7.54545)
H (-44.46169, 2.58529, 8.37375)
H (-47.40612, 1.38928, 9.13607)
H (-47.42883, -1.32585, 10.05993)
H (-43.93793, -0.68471, 7.78135)
H (-44.64665, -3.22913, 8.66196)
H (-45.80588, -3.27895, 9.89617)
H (-44.23070, -2.54257, 10.30263)
C (-48.31848, -4.89262, 1.13419)
C (-46.86283, -4.39008, 0.83052)
N (-46.44680, -3.19831, 1.60803)
C (-46.97749, -1.95290, 1.38535)
C (-46.58179, -1.14172, 2.44052)
N (-45.81240, -1.94158, 3.29046)
C (-45.79901, -3.25221, 2.81268)
C (-45.20399, -1.40089, 4.52092)
H (-48.63293, -5.60733, 0.37364)
H (-49.12034, -4.17257, 0.97095)
H (-48.44504, -5.36917, 2.10629)
H (-46.73094, -4.14523, -0.22340)
H (-46.19541, -5.22805, 1.03171)
H (-47.63206, -1.66283, 0.57678)
H (-46.60238, -0.09100, 2.68945)
H (-45.39047, -4.11749, 3.31345)
H (-44.74536, -2.20522, 5.09606)
H (-46.02149, -0.85511, 4.99201)
H (-44.40685, -0.71541, 4.23318)
C (-47.69928, 1.80781, 6.55176)
C (-48.54985, 0.62606, 6.07531)
N (-47.91631, -0.67620, 6.31113)
C (-46.60288, -0.96845, 6.02651)
C (-46.18532, -2.22776, 6.44018)
N (-47.28710, -2.70091, 7.14022)
C (-48.38434, -1.88923, 6.85036)
C (-47.32767, -4.08566, 7.61851)
H (-46.77856, 1.96360, 5.98952)
H (-47.43606, 1.78452, 7.60925)
H (-48.16184, 2.76534, 6.31240)
H (-48.68733, 0.84894, 5.01722)
H (-49.51860, 0.68370, 6.57156)
H (-46.01981, -0.21081, 5.52410)
H (-45.30571, -2.84727, 6.34578)
H (-49.39604, -2.01558, 7.20664)
H (-46.76662, -4.74806, 6.95931)
H (-48.37394, -4.39088, 7.60268)
H (-46.86671, -4.12540, 8.60544)
C (-41.29804, -2.57910, 5.25672)
C (-40.49017, -1.81943, 4.15909)
O (-40.65953, -0.59403, 4.06088)
O (-39.89880, -2.53388, 3.31437)
H (-41.18843, -3.66355, 5.26248)
H (-42.37335, -2.47293, 5.11340)
H (-40.97866, -2.27469, 6.25343)
Cl (-43.78821, -1.51562, 5.93720)

Results
electronic energy: -65589.0484 eV
Kohn-Sham gap: 6.01 eV
charge: +3
multiplicity: 1

***

C5H6N2O | wB97M-V/def2-TZVPD

Atoms and positions in Å:
C (0.26208, 2.17606, -0.87287)
C (-0.01369, 0.67528, -1.19209)
C (0.02115, -1.60406, -0.00348)
C (-0.18621, -1.66653, 1.49177)
C (-0.01177, 0.34818, 1.06404)
H (-0.75272, 2.50295, -0.42630)
H (0.38431, 2.55060, -1.83538)
H (1.11905, 2.06767, -0.23541)
H (-0.04843, -2.24647, -0.70842)
H (0.07375, -2.59445, 1.91696)
H (-0.02760, 1.47798, 1.29563)
N (0.35219, -0.17431, -0.00019)
N (-0.31093, -0.48196, 2.12108)
O (-0.18332, 0.15776, -2.22219)

Results
electronic energy: -10306.7801 eV
Kohn-Sham gap: 9.23 eV
multiplicity: 1

***

Question: What is the electronic energy in the fourth record?
Answer: -45714.1621 eV